Record 1
The following is a quantum chemistry calculation of a structure of composition C19H27IrN2O2S5, from the Open Molecules 2025 dataset.

CARTESIAN COORDINATES (ANGSTROEM)
Ir -0.250 -0.004 0.142
C 3.617 0.051 0.544
C 3.373 1.529 0.455
S 1.877 1.764 -0.535
C 1.440 3.441 -0.023
C -0.045 3.584 -0.118
S -0.928 2.248 0.739
C -0.374 2.336 2.439
C -1.130 1.207 3.119
S -0.796 -0.395 2.325
C 0.645 -0.948 3.298
C 1.962 -0.312 2.876
S 2.156 -0.821 1.163
H 4.473 -0.194 1.175
H 3.807 -0.383 -0.440
H 4.204 2.032 -0.044
H 3.246 1.990 1.435
H 1.937 4.155 -0.684
H 1.816 3.603 0.986
H -0.391 3.503 -1.146
H -0.390 4.540 0.281
H -0.664 3.301 2.859
H 0.705 2.232 2.523
H -2.209 1.353 3.048
H -0.888 1.104 4.175
H 0.674 -2.033 3.195
H 0.392 -0.732 4.336
H 2.788 -0.728 3.455
H 1.966 0.767 3.003
S -4.381 -1.597 -0.226
C -4.528 0.085 -0.390
C -3.336 0.751 -0.316
C -2.255 -0.152 -0.110
C -2.687 -1.463 -0.082
C -1.709 -2.533 -0.063
C -2.018 -3.887 -0.140
C -1.009 -4.812 -0.286
C 0.300 -4.348 -0.398
C 0.550 -3.003 -0.295
N -0.420 -2.089 -0.058
H -5.504 0.521 -0.542
H -3.289 1.820 -0.436
H -3.057 -4.188 -0.111
H -1.232 -5.869 -0.350
H 1.129 -5.021 -0.566
H 1.558 -2.649 -0.411
N -0.020 -0.789 -4.785
C -0.148 0.603 -4.218
C -0.226 0.553 -2.701
O -0.606 1.554 -2.099
O 0.131 -0.525 -2.119
H -0.913 -1.144 -5.132
H 0.300 -1.418 -4.036
H 0.648 -0.831 -5.557
H -1.027 1.079 -4.641
H 0.737 1.163 -4.515

Cartesian forces (eV/Å) of the 2 atoms listed first:
Ir 0.7 -0.2 1.0
C 0.0 -0.2 0.1

Calculated values
E_tot: -3094.54209 hartree
Frontier orbital gap (alpha / beta): 7.30 / 5.01 eV
Spin multiplicity: 2
Net charge: +3
LUMO energy (alpha / beta): -9.0 / -11.3 eV



Record 2
The following is a quantum chemistry calculation of a cluster of 6 separate species, C22H35F2N2O5S in total, from the Open Molecules 2025 dataset.

CARTESIAN COORDINATES (ANGSTROEM)
C -0.213 -3.588 0.061
C -1.502 -3.509 -0.872
O -2.506 -4.209 -0.577
N -1.539 -2.302 -1.804
H -1.051 -1.472 -1.572
H -0.962 -2.641 -2.461
C -2.873 -2.011 -2.228
H 0.568 -3.516 -0.663
H -0.296 -4.517 0.675
H -0.189 -2.697 0.762
H -2.987 -1.087 -2.611
H -3.640 -2.103 -1.513
H -3.250 -2.375 -3.198
C 0.166 0.786 -3.989
C 1.471 0.003 -3.928
O 2.407 0.178 -4.606
N 1.660 -1.181 -2.886
H 1.106 -0.810 -2.077
H 1.317 -2.192 -3.292
C 2.997 -1.591 -2.676
H -0.696 0.311 -3.572
H -0.012 0.789 -5.053
H 0.294 1.837 -3.493
H 3.013 -2.035 -1.655
H 3.721 -0.579 -2.459
H 3.228 -2.121 -3.512
O 0.022 -0.444 -0.937
H 0.084 -0.140 -0.020
F -2.443 2.564 -1.947
C -1.592 3.613 -1.641
C -1.922 4.970 -1.910
C -1.069 6.025 -1.668
C 0.033 5.822 -0.871
C 0.491 4.496 -0.753
C -0.358 3.403 -1.215
H -2.902 5.199 -2.292
H -1.646 6.988 -1.800
H 0.622 6.699 -0.669
H 1.432 4.080 -0.159
H -0.029 2.423 -0.942
F -4.924 0.689 4.921
C -4.095 0.380 3.938
C -3.250 -0.857 4.016
C -2.316 -1.105 3.017
C -2.152 -0.195 1.940
C -2.967 0.967 1.802
C -3.799 1.181 2.889
H -3.281 -1.575 4.961
H -1.828 -2.172 3.188
H -1.480 -0.561 1.039
H -2.841 1.707 1.092
H -4.517 2.003 2.756
C 2.645 -0.561 1.487
C 4.142 -0.615 2.003
C 4.172 -0.471 3.330
S 2.760 -1.412 3.934
O 2.151 -0.664 5.069
O 3.228 -2.777 4.186
C 1.731 -1.289 2.493
H 2.592 -0.972 0.498
H 2.273 0.500 1.375
H 4.742 0.025 1.516
H 4.522 -1.658 1.845
H 4.042 0.421 3.833
H 4.979 -1.108 3.881
H 1.024 -0.715 2.845
H 1.490 -2.230 2.166

Cartesian forces (eV/Å) of the 2 atoms listed first:
C -2.3 0.4 -0.5
C -2.8 -2.2 6.0

Calculated values
E_tot: -1942.34831 hartree
Frontier orbital gap: 7.27 eV
Net charge: +1
LUMO energy: -3.9 eV



Record 3
The following is a quantum chemistry calculation of the ion C6H12N5 with charge +1, from the Open Molecules 2025 dataset.

CARTESIAN COORDINATES (ANGSTROEM)
H 0.718 -2.193 0.389
N 1.706 -1.991 0.304
C 1.950 -0.777 0.154
C 3.465 -0.556 -0.059
C 1.044 0.424 -0.010
N 1.644 1.543 -0.316
C -0.396 0.337 0.075
N -0.955 -0.794 0.281
C -2.394 -0.660 0.288
N -3.085 -1.229 -0.763
N -2.578 0.824 0.504
C -1.327 1.534 0.255
H 4.000 -1.468 0.124
H 3.590 -0.245 -0.988
H 3.789 -0.044 0.807
H 2.633 1.763 -0.303
H 1.097 2.378 -0.423
H -2.537 -1.281 1.284
H -2.675 -1.157 -1.675
H -3.897 -1.667 -0.470
H -3.445 1.113 0.060
H -1.244 2.138 -0.673
H -1.105 2.006 1.157

Cartesian forces (eV/Å) of the 2 atoms listed first:
H -0.5 -0.1 0.1
N -1.7 -0.9 0.4

Calculated values
E_tot: -509.26683 hartree
Frontier orbital gap: 6.63 eV
Net charge: +1
LUMO energy: -6.1 eV



Record 4
The following is a quantum chemistry calculation of the ion CH8N2OPS with charge +1, from the Open Molecules 2025 dataset.

CARTESIAN COORDINATES (ANGSTROEM)
N -1.076 -1.843 1.921
P -0.521 -1.363 0.459
O -1.881 -1.308 -0.323
S -0.260 1.203 0.659
C 1.267 1.208 -0.125
N 0.974 1.036 -1.628
H -0.385 -2.163 2.675
H -2.113 -1.871 2.158
H -2.423 -0.467 -0.363
H 1.973 2.019 -0.043
H 1.677 0.315 0.315
H 0.017 0.629 -1.515
H 0.970 1.936 -2.010
H 1.780 0.672 -2.180

Cartesian forces (eV/Å) of the 2 atoms listed first:
N -0.1 -0.8 1.7
P 0.7 1.1 1.4

Calculated values
E_tot: -966.93944 hartree
Frontier orbital gap: 9.03 eV
Net charge: +1
LUMO energy: -3.6 eV



Computed energy above the lowest of the compared OMol25 structures with the same formula, charge and spin (eV) in order:
1.188 0.000 1.398 0.669